{
  "formula": "C14H16O",
  "method": "the ωB97M-V functional and the def2-TZVPD basis",
  "relative_energy_kcal_mol": 66.7,
  "total_energy_ev": -16822.341,
  "gap_ev": 9.205,
  "lumo_ha": 0.0283,
  "species": ["C", "C", "C", "C", "C", "O", "C", "C", "H", "H", "H", "H", "H", "H", "H", "H", "C", "C", "C", "C", "C", "C", "C", "H", "H", "H", "H", "H", "H", "H", "H"],
  "coordinates": [[1.3853, -1.4941, 3.2740], [0.0632, -1.5410, 2.5027], [-0.9174, -0.5567, 2.8121], [-1.8084, -0.3624, 1.8129], [-1.9163, -1.1944, 0.7468], [-3.0363, -1.1687, -0.0571], [-1.0527, -2.2038, 0.4074], [-0.0786, -2.3828, 1.3856], [1.4162, -1.9374, 4.3088], [1.8737, -0.4976, 3.3347], [2.2120, -1.8644, 2.6764], [-1.0517, -0.1103, 3.7522], [-2.6778, 0.2531, 1.9461], [-3.4559, -0.3783, -0.2677], [-1.3773, -2.7624, -0.4794], [0.7517, -3.0738, 1.1472], [0.7512, 3.9616, -1.8661], [0.9305, 2.4277, -1.9810], [1.1839, 1.8008, -3.1772], [1.4180, 0.3986, -3.0039], [1.5347, -0.2646, -1.7829], [1.0076, 0.3647, -0.6026], [0.6096, 1.6920, -0.8232], [-0.2818, 4.2292, -1.5623], [1.2355, 4.5437, -2.5368], [1.1778, 4.3149, -0.8644], [1.3813, 2.2397, -4.0785], [1.6129, -0.1763, -3.7950], [1.7424, -1.2870, -1.8572], [0.7474, -0.1996, 0.4231], [0.3212, 2.1831, 0.0820]],
  "nbo_charge": [-0.650, -0.063, -0.169, -0.281, 0.297, -0.705, -0.263, -0.192, 0.221, 0.222, 0.221, 0.219, 0.209, 0.483, 0.246, 0.213, -0.636, 0.015, -0.238, -0.180, -0.231, -0.189, -0.250, 0.224, 0.215, 0.210, 0.212, 0.190, 0.204, 0.242, 0.204]
}